14
Properties=species:S:1:pos:R:3:forces:R:3 method="wB97M-V/def2-TZVPD" molar_mass_g_mol=176.23 homo_lumo_gap_ev=9.585 de_lowest_kcal_mol=0.00 lumo_ev=0.15
H 0.804 -1.299 -1.430 -0.14 0.15 -0.02
H 0.677 -2.432 4.285 -0.08 -0.03 0.00
N -0.625 0.764 -1.178 -0.16 0.20 -0.10
N -0.200 -0.455 2.195 0.18 -0.51 -0.37
S 1.085 -1.313 4.903 -0.02 0.29 0.00
N 0.613 -1.110 -0.449 0.29 -0.45 0.17
H -1.146 1.571 -0.889 -0.02 0.04 0.01
N -1.008 1.460 1.481 0.03 0.06 -0.95
C -0.424 0.289 1.128 -0.22 0.20 1.09
N -0.641 0.304 3.172 0.42 -0.40 -0.81
H -0.479 0.593 -2.155 0.02 0.03 0.02
C -0.099 -0.081 -0.251 0.15 -0.16 -0.60
N -1.127 1.453 2.756 -0.32 0.64 1.17
S -0.646 -0.271 4.798 -0.14 -0.08 0.40